(1)
80
Properties=species:S:1:pos:R:3 method="wB97M-V/def2-TZVPD" e_homo_ev=-2.3 charge=-2 homo_lumo_gap_ev=7.0
Au 0.1609 -0.7017 1.3081
C 4.0344 2.2673 -2.8155
C 3.2179 0.9986 -2.5502
C 2.7890 0.3410 -3.8655
C 3.9566 0.0204 -1.6511
C 5.0959 -0.6140 -2.1325
C 5.7853 -1.5458 -1.3682
C 5.3094 -1.8458 -0.0991
C 4.1761 -1.2284 0.4200
C 3.6785 -1.6031 1.8077
C 4.7307 -1.3534 2.8923
C 3.1916 -3.0541 1.8509
C 3.4894 -0.2782 -0.3521
N 2.3227 0.3036 0.1449
C 2.3119 1.6065 0.3219
O 3.2464 2.4323 0.2294
C 0.9275 2.2041 0.5826
C 0.7864 3.5512 0.8799
C -0.4920 4.0586 1.0476
C -1.5929 3.2289 0.8956
C -1.3761 1.8912 0.6071
N -0.1380 1.4147 0.4559
C -2.5540 0.9342 0.4048
O -3.6783 1.4665 0.2690
N -2.1988 -0.3247 0.3759
C -3.1550 -1.3229 0.1754
C -3.8486 -1.8653 1.2731
C -4.7463 -2.9087 1.0711
C -4.9613 -3.4396 -0.1915
C -4.2491 -2.9207 -1.2631
C -3.3438 -1.8731 -1.1040
C -2.5710 -1.4033 -2.3262
C -2.7966 0.0700 -2.6866
C -1.0721 -1.7041 -2.2214
C -3.6263 -1.3088 2.6662
C -4.7174 -0.2945 3.0236
C -3.5223 -2.3985 3.7334
H 3.4965 2.9364 -3.4959
H 4.9941 2.0149 -3.2802
H 4.2212 2.7903 -1.8770
H 2.3065 1.2859 -2.0299
H 3.6525 0.0618 -4.4775
H 2.1754 1.0326 -4.4508
H 2.2030 -0.5617 -3.6796
H 5.4529 -0.3743 -3.1305
H 6.6713 -2.0336 -1.7576
H 5.8272 -2.5836 0.5062
H 2.8232 -0.9589 2.0292
H 5.6211 -1.9728 2.7457
H 4.3160 -1.5890 3.8764
H 5.0467 -0.3066 2.8936
H 4.0118 -3.7434 1.6176
H 2.3952 -3.2148 1.1206
H 2.7960 -3.3043 2.8378
H 1.6796 4.1532 0.9645
H -0.6318 5.1066 1.2903
H -2.6127 3.5760 0.9858
H -5.2771 -3.3226 1.9213
H -5.6595 -4.2556 -0.3365
H -4.3907 -3.3387 -2.2554
H -2.9638 -2.0020 -3.1536
H -2.1916 0.7237 -2.0575
H -3.8395 0.3631 -2.5551
H -2.5077 0.2445 -3.7283
H -0.6300 -1.1679 -1.3779
H -0.5534 -1.3828 -3.1314
H -0.8923 -2.7730 -2.0825
H -2.6713 -0.7820 2.6425
H -5.6972 -0.7858 3.0308
H -4.7454 0.5180 2.2953
H -4.5399 0.1242 4.0197
H -4.4821 -2.8989 3.8967
H -3.2103 -1.9636 4.6857
H -2.7802 -3.1521 3.4633
B 0.4916 -3.3975 5.3047
C 0.3276 -2.5353 3.9731
N 0.2045 -1.9144 3.0109
H 1.3439 -2.8618 5.9905
H 0.8383 -4.5205 4.9808
H -0.5836 -3.4209 5.8802

(2)
14
Properties=species:S:1:pos:R:3 method="wB97M-V/def2-TZVPD" e_homo_ev=-8.9 e_above_lowest_kcal_mol=63.3 homo_lumo_gap_ev=9.5
H 0.9055 -1.9224 0.6201
N 1.2271 -1.4615 -0.2988
C 0.2097 -0.6650 -0.3952
C -0.6908 -0.3911 0.6994
C -0.4237 0.9191 1.4684
N 0.1455 0.1814 -1.4953
S 0.7787 -0.1224 -3.0988
H -1.7187 -0.1597 0.3155
H -0.7825 -1.1508 1.3819
H -1.2145 1.0371 2.2349
H -0.2885 1.8154 0.8878
H 0.3893 0.8686 2.2289
H -0.8245 0.8560 -1.6034
H 2.2874 0.1954 -2.9453

(3)
39
Properties=species:S:1:pos:R:3 method="wB97M-V/def2-TZVPD" e_homo_ev="-11.0 / -11.0" charge=+1 e_above_lowest_kcal_mol=123.1 homo_lumo_gap_ev="5.7 / 6.4"
Bi 0.0534 0.0045 -0.1756
H -0.8265 -0.5899 1.1885
H -0.8268 0.4864 1.1959
P -0.1059 -2.3787 -0.4201
P -0.1106 2.3719 -0.4128
C 1.4117 3.3009 -0.0096
H 1.2861 4.3669 -0.2765
H 1.6309 3.2156 1.0640
H 2.2585 2.8815 -0.5703
C -0.4038 2.7373 -2.1690
H -1.3483 2.2716 -2.4829
H -0.4554 3.8312 -2.3189
H 0.4098 2.3172 -2.7753
C -1.4275 3.2724 0.4614
H -1.2689 3.2157 1.5475
H -1.4325 4.3343 0.1488
H -2.4013 2.8192 0.2227
C -0.2256 -2.7270 -2.2057
H -0.3004 -3.8187 -2.3642
H -1.1144 -2.2285 -2.6190
H 0.6625 -2.3380 -2.7235
C 1.3373 -3.3369 0.1295
H 1.4437 -3.2593 1.2210
H 1.2138 -4.4004 -0.1529
H 2.2516 -2.9406 -0.3351
C -1.5313 -3.2337 0.2988
H -2.4628 -2.7536 -0.0380
H -1.5318 -4.2955 -0.0149
H -1.4870 -3.1817 1.3966
C 1.7767 -0.0038 0.9218
O 2.7442 0.0020 1.3953
H 0.7481 0.0193 -1.5172
F 0.3761 -1.4462 3.0099
Te 0.0933 0.4357 3.7291
F -0.1570 -0.3520 5.5158
F -0.1962 2.2694 4.4158
F -1.8921 0.2699 3.3888
F 2.0500 0.5858 4.0240
O 0.3554 1.2792 1.8232

(4)
102
Properties=species:S:1:pos:R:3 method="wB97M-V/def2-TZVPD" e_homo_ev="-10.2 / -10.5" charge=+1 spin_multiplicity=5 e_above_lowest_kcal_mol=7.3 homo_lumo_gap_ev="6.9 / 7.1"
Cr 0.0943 0.1143 0.6402
N -2.9212 0.6326 -0.3129
P -2.0620 -0.7704 0.0946
C -2.1174 -1.8579 -1.3597
C -3.1985 -1.8705 -2.2321
C -3.2745 -2.8398 -3.2213
C -2.2884 -3.8110 -3.3267
C -1.1969 -3.7922 -2.4682
C -1.1105 -2.8123 -1.4911
C -3.2497 -1.6724 1.1634
C -3.3551 -3.0632 1.1213
C -4.3056 -3.7135 1.8926
C -5.1553 -2.9866 2.7148
C -5.0335 -1.6073 2.7884
C -4.0786 -0.9532 2.0247
P -2.1691 2.0970 0.2559
C -3.6537 3.1276 0.5651
C -3.6915 3.8687 1.7434
C -4.7625 4.7086 2.0130
C -5.8070 4.8060 1.1076
C -5.7790 4.0636 -0.0665
C -4.7060 3.2327 -0.3421
C -1.6193 2.8803 -1.3025
C -2.1583 2.5863 -2.5491
C -1.7366 3.2874 -3.6668
C -0.7719 4.2791 -3.5475
C -0.2117 4.5582 -2.3105
C -0.6354 3.8584 -1.1908
H -3.9310 0.5944 -0.2486
H -3.9803 -1.1263 -2.1371
H -4.1152 -2.8522 -3.9028
H -2.3718 -4.5824 -4.0811
H -0.4095 -4.5278 -2.5678
H -0.2576 -2.7771 -0.8223
H -2.7114 -3.6393 0.4703
H -4.3913 -4.7907 1.8413
H -5.9135 -3.4954 3.2949
H -5.6894 -1.0385 3.4345
H -3.9880 0.1264 2.0893
H -2.8715 3.7916 2.4489
H -4.7827 5.2852 2.9286
H -6.6416 5.4636 1.3110
H -6.5939 4.1416 -0.7743
H -4.6798 2.6841 -1.2762
H -2.8945 1.7982 -2.6491
H -2.1569 3.0530 -4.6369
H -0.4462 4.8263 -4.4231
H 0.5517 5.3206 -2.2199
H -0.2099 4.0753 -0.2154
N -1.4596 -2.9596 5.9307
C -1.2318 -1.9770 5.3822
C -0.9229 -0.7695 4.6790
C -0.7921 0.4526 5.3359
C -0.4803 1.5656 4.5712
C -0.2814 1.4221 3.2142
N -0.3837 0.2424 2.5745
C -0.7221 -0.8256 3.3070
H -0.9230 0.5158 6.4070
H -0.3826 2.5408 5.0264
H -0.0021 2.2647 2.5960
H -0.8127 -1.7675 2.7798
C 2.7485 -0.0971 3.4473
C 3.0699 0.2506 2.0378
N 2.2224 0.5161 1.0456
C 2.9942 0.8703 -0.0467
C 4.2998 0.8149 0.2848
N 4.3548 0.4065 1.6004
C 5.6137 0.2365 2.3286
N 6.0179 -1.1215 2.5730
N 5.6579 -1.7561 3.7224
N 6.1042 -2.9439 3.7132
C 6.8037 -3.1529 2.5470
C 7.4734 -4.2820 2.0739
C 8.0927 -4.1735 0.8504
C 8.0644 -2.9760 0.1145
C 7.4006 -1.8550 0.5633
C 6.7591 -1.9705 1.7949
H 1.6821 -0.1479 3.6075
H 3.1631 0.6549 4.1228
H 3.1892 -1.0455 3.7308
H 2.5454 1.1422 -0.9843
H 5.1854 1.0140 -0.2933
H 5.5678 0.7582 3.2829
H 6.3781 0.6935 1.7052
H 7.4967 -5.1914 2.6580
H 8.6176 -5.0239 0.4368
H 8.5846 -2.9306 -0.8330
H 7.3879 -0.9391 -0.0133
N 0.9272 0.3014 -9.2872
C 0.8854 0.2837 -8.1386
C 0.8236 0.2466 -6.7103
C 0.0405 -0.7216 -6.0796
C -0.0155 -0.7660 -4.7012
C 0.6824 0.1691 -3.9291
C 1.4701 1.1297 -4.5703
C 1.5471 1.1638 -5.9485
C 0.5492 0.1473 -2.5091
C 0.3977 0.1106 -1.2991
H -0.5126 -1.4350 -6.6755
H -0.6063 -1.5220 -4.2058
H 2.0109 1.8515 -3.9748
H 2.1585 1.9040 -6.4471

E: -48260.90822 -17053.98506 -56973.61364 -112903.36240 (eV)